Here is C16H27N3O3S in the gas phase from OMol25. Energies are from ωB97M-V/def2-TZVPD.

Geometry (Å):
C1 -7.375 -1.448 1.073
C2 -5.884 -1.165 1.216
C3 -5.062 -1.929 0.179
C4 -3.563 -1.644 0.289
C5 -3.159 -0.251 -0.226
C6 -2.424 -0.319 -1.570
C7 -3.291 -0.855 -2.702
C8 -2.276 0.446 0.811
O1 -1.952 1.749 0.372
C9 -1.122 2.445 1.268
C10 -0.634 3.731 0.605
C11 0.049 3.441 -0.740
N1 1.177 2.564 -0.586
C12 1.097 1.257 -0.674
C13 2.127 0.384 -0.360
C14 3.390 0.881 0.132
O2 3.657 2.063 0.314
N2 4.341 -0.084 0.414
C15 4.183 -1.429 0.270
S1 5.391 -2.480 0.629
N3 2.971 -1.848 -0.179
C16 1.888 -1.039 -0.512
O3 0.849 -1.544 -0.883
H1 -7.943 -0.904 1.825
H2 -7.574 -2.510 1.194
H3 -7.728 -1.144 0.090
H4 -5.709 -0.093 1.109
H5 -5.555 -1.454 2.217
H6 -5.414 -1.671 -0.821
H7 -5.230 -2.999 0.323
H8 -3.009 -2.400 -0.268
H9 -3.272 -1.746 1.337
H10 -4.052 0.367 -0.361
H11 -2.105 0.694 -1.827
H12 -1.535 -0.944 -1.462
H13 -2.737 -0.834 -3.638
H14 -4.185 -0.246 -2.821
H15 -3.594 -1.881 -2.513
H16 -2.803 0.503 1.776
H17 -1.351 -0.135 0.961
H18 -1.671 2.686 2.192
H19 -0.263 1.814 1.550
H20 -1.486 4.384 0.418
H21 0.057 4.236 1.280
H22 -0.680 2.963 -1.398
H23 0.387 4.377 -1.190
H24 2.057 2.928 -0.210
H25 0.166 0.828 -1.026
H26 5.240 0.239 0.755
H27 2.842 -2.848 -0.281

Cartesian forces, eV/Å:
0.2 0.1 0.1
-0.1 -0.2 -0.2
0.2 0.1 0.3
-0.2 0.1 -0.2
0.5 0.1 0.1
-0.3 0.1 0.0
0.2 0.1 0.1
-0.3 -0.2 0.0
0.0 0.1 -0.2
0.1 0.2 0.2
-0.1 -0.5 -0.1
-0.6 0.4 0.2
0.4 -0.1 0.1
0.3 -0.2 0.0
0.1 0.1 0.0
-0.4 -0.1 -0.1
0.1 0.2 0.0
0.1 0.1 0.0
0.2 -0.2 0.1
0.2 -0.2 0.1
-0.1 -0.1 -0.1
0.0 0.2 0.1
-0.2 -0.1 -0.1
-0.1 0.0 0.0
-0.1 -0.1 0.0
-0.1 0.0 -0.1
0.1 0.1 0.1
0.1 0.1 0.0
0.0 0.0 -0.1
-0.1 0.0 -0.1
0.1 -0.1 0.0
0.1 -0.1 0.1
-0.1 0.0 0.0
0.1 0.0 0.0
0.1 0.0 0.0
0.0 0.0 -0.1
-0.1 0.0 -0.1
-0.1 -0.1 0.0
0.0 0.0 0.0
0.0 0.0 0.0
0.1 -0.1 -0.1
-0.1 0.1 0.0
0.0 0.1 0.0
0.0 0.1 0.0
0.1 0.1 -0.1
0.0 -0.1 -0.1
-0.1 -0.1 -0.1
-0.1 0.1 0.0
-0.2 -0.1 -0.1
0.1 0.2 0.0

Net charge = 0
Relative energy (zero: lowest compared OMol25 entry of this formula, charge and spin) = 0.0973 eV
SMILES string = CCCC[C@H](CC)COCCCNC=C1C(=O)NC(=S)NC1=O
Gap between HOMO and LUMO = 8.66 eV
Electronic energy = -1414.12249 Eh
HOMO energy = -8.8 eV

=====

Here is C16H27N3OS in the gas phase from OMol25. Energies are from ωB97M-V/def2-TZVPD.

Geometry (Å):
C1 8.000 1.005 1.118
C2 6.597 1.121 0.533
C3 6.375 0.088 -0.560
S1 4.761 0.259 -1.389
C4 3.643 -0.293 -0.049
C5 2.304 -0.708 -0.634
C6 1.330 -1.135 0.466
N1 0.068 -1.549 -0.092
C7 -0.438 -2.778 0.069
O1 0.081 -3.674 0.699
C8 -1.775 -2.982 -0.674
N2 -2.658 -1.856 -0.580
C9 -3.875 -1.803 0.000
C10 -4.336 -0.512 -0.142
C11 -3.309 0.156 -0.831
N3 -2.305 -0.669 -1.087
C12 -3.347 1.599 -1.186
C13 -4.776 2.125 -1.022
C14 -5.431 1.663 0.288
C15 -4.628 2.098 1.512
C16 -5.611 0.138 0.271
H1 8.145 1.743 1.903
H2 8.156 0.016 1.543
H3 8.750 1.170 0.348
H4 6.452 2.119 0.114
H5 5.861 0.980 1.328
H6 6.442 -0.928 -0.170
H7 7.107 0.210 -1.357
H8 3.518 0.531 0.655
H9 4.125 -1.133 0.453
H10 2.453 -1.536 -1.329
H11 1.879 0.128 -1.194
H12 1.170 -0.304 1.163
H13 1.729 -1.989 1.021
H14 -0.484 -0.878 -0.627
H15 -1.532 -3.171 -1.726
H16 -2.268 -3.863 -0.261
H17 -4.317 -2.663 0.461
H18 -2.663 2.151 -0.535
H19 -3.002 1.744 -2.212
H20 -5.385 1.767 -1.856
H21 -4.767 3.216 -1.061
H22 -6.423 2.127 0.348
H23 -4.413 3.163 1.470
H24 -5.193 1.900 2.421
H25 -3.689 1.554 1.572
H26 -6.401 -0.129 -0.438
H27 -5.921 -0.219 1.256

Cartesian forces, eV/Å:
-0.2 0.1 0.0
0.2 -0.1 0.0
-0.6 0.2 -0.1
0.0 -0.2 0.1
0.3 0.3 -0.4
0.1 -0.1 0.3
0.2 0.0 0.0
0.1 0.4 -0.1
-0.5 0.2 -0.2
0.1 -0.4 0.1
0.6 -0.4 0.0
-0.5 0.3 0.1
0.0 0.3 0.0
0.1 -0.2 0.0
-0.1 -0.4 0.2
0.1 0.3 -0.5
0.1 0.1 -0.1
0.0 0.0 0.1
-0.1 0.0 0.0
-0.2 0.0 -0.2
-0.2 0.0 0.0
0.1 0.0 0.1
0.1 -0.1 0.1
0.1 0.0 0.0
-0.1 0.0 0.0
-0.1 0.1 0.0
0.1 0.0 0.0
0.1 -0.1 0.0
0.0 -0.1 0.1
0.0 0.0 0.1
-0.1 0.0 0.0
0.0 0.0 -0.1
0.1 -0.1 0.0
0.0 0.2 0.0
0.1 -0.2 0.1
-0.1 0.0 0.1
0.1 0.2 0.0
-0.1 -0.2 0.1
0.0 0.0 0.0
0.0 0.0 0.0
0.0 0.0 -0.1
0.0 0.0 0.0
0.1 -0.1 0.0
0.1 0.1 0.0
0.0 0.0 0.1
0.2 0.0 0.1
0.0 0.0 0.1
-0.1 0.0 0.0

Net charge = 0
Relative energy (zero: lowest compared OMol25 entry of this formula, charge and spin) = 0.1716 eV
SMILES string = CCCSCCCNC(=O)Cn1cc2c(n1)CC[C@H](C)C2
Gap between HOMO and LUMO = 9.20 eV
Electronic energy = -1263.59251 Eh
HOMO energy = -8.4 eV

=====

Here is an isolated ion of composition C16H27O3Si and charge +1 in a non-equilibrium geometry from OMol25. Energies are from ωB97M-V/def2-TZVPD.

Geometry (Å):
C1 3.416 -0.355 1.524
O1 2.296 0.060 2.361
C2 1.310 -0.752 2.855
C3 0.030 -0.436 2.066
C4 -0.879 -1.451 1.610
C5 -2.175 -1.117 1.273
C6 -2.585 0.237 1.169
C7 -1.588 1.224 1.337
C8 -0.323 0.879 1.785
H1 3.986 0.580 1.401
H2 4.048 -1.047 2.080
H3 3.119 -0.734 0.535
H4 1.534 -1.847 2.844
H5 -0.555 -2.511 1.679
H6 -2.939 -1.852 1.070
H7 -3.555 0.512 0.821
H8 -1.815 2.259 1.110
H9 0.463 1.665 2.057
C9 0.170 -1.516 4.782
C10 1.506 -0.831 4.504
C11 1.625 0.553 5.114
C12 2.509 -1.682 5.164
O2 3.641 -1.171 5.519
Si1 5.312 -1.870 5.682
C13 6.437 -0.437 5.815
C14 5.291 -3.167 6.956
C15 5.419 -2.685 4.060
O3 2.122 -2.856 5.661
C16 1.941 -2.826 7.182
H10 -0.638 -0.814 4.464
H11 0.149 -2.460 4.221
H12 0.016 -1.779 5.855
H13 0.691 1.084 4.901
H14 1.733 0.568 6.228
H15 2.491 1.095 4.687
H16 7.475 -0.772 5.650
H17 6.211 0.306 5.033
H18 6.401 0.073 6.792
H19 6.284 -3.616 6.991
H20 5.051 -2.824 7.961
H21 4.585 -3.945 6.663
H22 6.325 -3.303 4.063
H23 4.546 -3.327 3.905
H24 5.491 -1.950 3.257
H25 2.122 -3.857 7.499
H26 2.709 -2.183 7.646
H27 0.915 -2.515 7.443

Cartesian forces, eV/Å:
-0.7 0.7 0.7
1.6 0.8 -0.6
2.2 -2.3 -0.3
-1.4 -0.9 0.3
1.2 0.0 1.6
-0.7 1.2 -0.4
2.5 -0.2 0.0
-0.9 -0.5 -0.3
1.6 1.1 1.4
-0.2 -0.4 -0.1
-0.1 -0.3 -0.2
-0.1 0.0 0.5
-0.1 0.4 -1.7
-0.4 0.7 0.0
0.2 -0.4 -0.1
-0.6 0.0 0.0
0.0 0.0 0.2
-1.4 -1.0 -0.6
-1.3 0.2 1.2
-2.8 0.7 -0.7
0.3 0.9 0.6
1.5 0.3 1.3
-0.9 -0.9 -0.6
-0.7 0.1 -0.5
0.2 0.7 0.4
-0.1 -0.1 0.6
0.2 -0.2 -0.4
0.5 1.1 0.9
0.6 -0.5 -0.3
0.5 -0.9 0.3
-0.4 0.4 0.1
0.0 0.4 -0.9
0.3 0.0 -0.1
0.0 -0.2 -0.8
-0.6 -0.2 0.2
-0.3 0.0 0.1
0.0 -0.3 0.2
0.0 -0.2 -0.4
0.1 -0.1 0.0
0.0 0.0 0.1
0.0 -0.1 0.0
-0.2 0.0 -0.2
0.2 0.0 -0.1
0.1 -0.2 -0.1
-0.2 0.2 -0.2
-0.5 -0.2 -0.4
0.6 -0.1 -0.4

Net charge = +1
Relative energy (zero: lowest compared OMol25 entry of this formula, charge and spin) = 0.3885 eV
Gap between HOMO and LUMO = 7.32 eV
Electronic energy = -1140.79863 Eh
HOMO energy = -11.6 eV

=====

Q: Look up the relative energy (zero: lowest compared OMol25 entry of this formula, charge and spin) of the third one.
A: 0.3885 eV

=====

Q: Among the records above, which one has the highest gap between HOMO and LUMO?
A: C16H27N3OS

=====

Q: gap between HOMO and LUMO of number 3 (C16H27O3Si)?
A: 7.32 eV

=====

Q: Which of these has the lowest gap between HOMO and LUMO?
A: C16H27O3Si